A cluster of 2 separate species, C25H48N3O3 in total at a distorted geometry, computed with wB97M-V/def2-TZVPD.

The calculation puts the maximum force at 8.25 eV/A. For the frontier orbital gap, the calculation gives 8.519 eV. Its total energy is -37294.2991 eV. The calculation puts the LUMO energy at -3.42 eV. As for the charge: +1.

Geometry (Å):
O1 4.20 1.05 0.36
O2 -1.30 0.42 -1.37
O3 -0.40 5.32 -2.42
N1 -0.80 -0.63 -0.70
N2 -0.50 2.53 -4.17
N3 -2.53 0.12 3.89
C1 -1.04 3.93 -4.50
C2 -1.05 -1.99 -1.26
C3 -1.62 1.88 -3.38
C4 -1.34 -0.43 0.73
C5 0.70 -0.40 -0.66
C6 -1.58 -4.41 4.34
C7 -1.38 1.02 1.47
C8 -0.26 6.54 -4.65
C9 -1.95 1.13 2.96
C10 0.69 -2.91 4.81
C11 -2.54 -2.46 -1.65
C12 -1.98 -1.57 1.69
C13 -1.15 0.38 -2.81
C14 4.91 2.04 0.32
C15 1.25 -1.75 3.79
C16 1.55 -2.29 1.19
C17 -2.85 -3.97 -1.01
C18 -3.81 -1.53 -1.27
C19 6.04 2.24 1.30
C20 4.71 3.11 -0.72
C21 -2.52 -1.17 3.15
C22 2.33 -2.27 2.67
C23 0.03 -4.22 4.08
C24 1.48 -0.70 0.72
C25 -0.07 5.11 -3.87
H1 -1.90 2.23 3.44
H2 3.30 -1.61 2.60
H3 -2.55 1.77 -4.08
H4 -0.08 0.21 -3.24
H5 0.55 -5.17 4.58
H6 -1.96 -3.90 5.32
H7 -0.18 -2.40 5.44
H8 5.87 3.15 1.88
H9 6.07 1.39 1.99
H10 -3.01 -2.07 3.77
H11 2.63 -0.44 0.50
H12 1.29 -0.98 -1.52
H13 1.04 4.77 -4.04
H14 -2.21 -4.10 3.38
H15 -1.20 7.13 -4.27
H16 -1.21 4.07 -5.67
H17 6.99 2.30 0.77
H18 -3.45 -4.57 -1.85
H19 0.51 -2.78 1.40
H20 0.88 0.75 -0.92
H21 -1.88 -4.56 -0.73
H22 -3.55 -3.87 -0.07
H23 -0.11 6.27 -2.24
H24 0.36 -1.20 3.23
H25 -0.36 -2.22 -2.21
H26 5.60 3.21 -1.34
H27 -1.88 -0.38 -3.38
H28 -2.11 4.08 -4.01
H29 1.80 -0.90 4.41
H30 2.65 -3.37 2.96
H31 1.50 -3.24 5.59
H32 -0.36 6.42 -5.83
H33 -3.71 -0.48 -1.82
H34 0.24 -4.31 2.93
H35 -0.99 1.98 0.91
H36 4.48 4.06 -0.24
H37 -2.04 -2.69 1.32
H38 -4.77 -2.03 -1.77
H39 2.18 -2.96 0.47
H40 -4.07 -1.42 -0.14
H41 3.86 2.84 -1.36
H42 -1.93 2.56 -2.45
H43 -1.76 -5.58 4.45
H44 -0.43 2.03 -5.08
H45 -2.57 -2.64 -2.83
H46 -0.65 -2.76 -0.45
H47 1.22 0.03 1.63
H48 0.71 7.19 -4.42

---

A structure of composition C25H48N5OS4TeTl at a distorted geometry, computed with wB97M-V/def2-TZVPD.

The calculation puts the maximum force at 1.64 eV/A. For the frontier orbital gap, the calculation gives 3.708 eV. The relative energy (zero: lowest compared OMol25 entry of this formula, charge and spin) is 0.0 kJ/mol. Its total energy is -91527.6154 eV. The calculation puts the LUMO energy at 3.57 eV. As for the charge: -2.

Geometry (Å):
Tl1 10.33 11.42 12.64
Te1 7.74 9.76 14.66
S1 10.30 12.60 15.21
S2 11.29 14.14 12.33
S3 8.26 7.95 11.08
S4 7.72 13.59 12.47
O1 8.23 7.78 12.55
N1 8.94 11.39 9.06
N2 6.69 11.21 11.23
N3 5.45 14.62 11.34
N4 9.83 12.36 9.64
N5 5.87 12.34 11.10
C1 11.53 14.78 13.92
C2 13.32 10.46 11.40
C3 12.42 8.62 9.81
C4 7.84 10.50 7.10
C5 7.17 11.06 16.27
C6 6.24 13.53 11.65
C7 11.91 7.23 12.69
C8 11.49 14.69 16.37
C9 13.75 11.42 10.34
C10 6.57 7.90 10.45
C11 6.04 8.39 14.87
C12 11.13 14.13 15.14
C13 8.62 11.69 7.65
C14 12.58 16.52 15.27
C15 12.30 15.95 14.03
C16 7.77 12.95 7.70
C17 13.42 10.66 12.78
C18 12.74 9.20 11.17
C19 9.92 11.93 6.84
C20 12.79 9.30 14.88
C21 12.47 8.61 12.42
C22 8.87 6.36 10.48
C23 13.91 11.87 13.52
C24 12.18 15.89 16.44
C25 12.89 9.52 13.41
H1 14.98 11.81 13.80
H2 12.06 6.59 11.80
H3 12.47 6.81 13.57
H4 8.75 6.26 9.38
H5 10.55 12.76 7.23
H6 7.32 11.40 12.03
H7 7.64 10.69 6.02
H8 13.03 7.73 9.58
H9 11.35 8.30 9.75
H10 4.43 14.55 11.47
H11 4.91 12.12 10.82
H12 11.20 14.15 17.27
H13 5.13 9.00 15.06
H14 10.33 12.85 8.91
H15 7.58 13.32 6.66
H16 8.45 9.57 7.16
H17 12.44 16.32 17.40
H18 6.88 10.37 7.62
H19 13.33 12.00 14.45
H20 9.37 10.49 9.28
H21 7.83 11.92 16.31
H22 6.13 11.39 16.04
H23 13.99 12.43 10.76
H24 7.20 10.42 17.18
H25 14.65 11.11 9.80
H26 12.62 9.35 9.01
H27 9.23 13.04 10.13
H28 6.80 12.77 8.22
H29 7.25 11.18 10.37
H30 6.02 7.09 10.96
H31 6.00 7.86 13.91
H32 9.67 12.22 5.80
H33 12.29 10.17 15.39
H34 12.21 8.40 15.11
H35 13.80 9.22 15.34
H36 8.27 5.56 11.01
H37 6.56 7.73 9.36
H38 6.25 7.72 15.73
H39 10.82 7.27 12.91
H40 6.10 8.89 10.68
H41 5.81 15.45 11.81
H42 8.30 13.77 8.24
H43 13.73 12.79 12.96
H44 9.94 6.31 10.76
H45 12.69 16.43 13.14
H46 13.16 17.44 15.33
H47 10.55 11.02 6.83
H48 12.95 11.60 9.59

---

A structure of composition C25H48P4SeZr at a distorted geometry, computed with wB97M-V/def2-TZVPD.

The calculation puts the maximum force at 4.61 eV/A. For the frontier orbital gap (alpha / beta), the calculation gives 3.191 / 3.257 eV. Its total energy is -130440.9983 eV. The calculation puts the LUMO energy (alpha / beta) at -16.33 / -16.30 eV. As for the charge: +4.

Geometry (Å):
Zr1 -0.64 -0.14 -0.76
Se1 -1.70 -0.51 -3.03
P1 -3.25 0.15 -0.29
P2 0.03 2.38 -0.88
P3 -0.09 -2.70 -0.63
P4 -0.71 -0.08 2.08
C1 3.86 1.97 1.36
C2 2.55 -0.10 -3.70
C3 2.58 0.62 -4.93
C4 0.16 -0.18 -3.78
C5 1.35 0.96 -5.57
C6 1.69 -3.18 -0.41
C7 1.45 -1.68 2.96
C8 2.59 0.25 4.62
C9 -4.35 0.74 -1.64
C10 -0.55 -3.56 -2.15
C11 0.86 -0.41 3.04
C12 -1.82 -1.26 2.94
C13 1.48 0.57 3.84
C14 -4.05 1.05 1.10
C15 1.34 -0.50 -3.12
C16 -0.21 3.63 0.47
C17 3.94 0.66 1.12
C18 3.15 -1.03 4.57
C19 -1.00 3.18 -2.16
C20 -3.81 -1.61 -0.13
C21 1.74 2.72 -1.38
C22 -0.95 -3.78 0.61
C23 2.59 -1.99 3.71
C24 0.15 0.61 -4.99
C25 -1.27 1.47 2.87
H1 -1.28 1.33 3.95
H2 2.42 2.40 -0.58
H3 3.49 -0.37 -3.19
H4 3.38 2.37 2.34
H5 3.72 -0.04 1.97
H6 -3.76 -1.94 0.92
H7 0.02 -4.48 -2.24
H8 -3.20 -2.28 -0.75
H9 -3.95 0.47 -2.63
H10 -5.15 1.05 0.97
H11 1.01 -2.44 2.30
H12 -0.81 0.97 -5.46
H13 1.09 1.58 3.87
H14 4.37 2.74 0.63
H15 3.02 1.02 5.27
H16 -2.88 -1.04 2.72
H17 -1.66 -1.15 4.02
H18 1.97 2.16 -2.30
H19 -0.36 -2.93 -3.02
H20 -1.61 -2.29 2.65
H21 -0.60 4.21 -2.27
H22 -3.81 0.61 2.08
H23 -1.22 3.53 0.91
H24 4.32 0.10 0.22
H25 2.11 -2.76 0.51
H26 1.82 0.32 0.44
H27 -4.42 1.83 -1.59
H28 3.54 0.92 -5.37
H29 -0.59 2.29 2.62
H30 -5.34 0.29 -1.52
H31 1.34 -1.02 -2.13
H32 4.01 -1.28 5.19
H33 -2.27 1.74 2.54
H34 2.28 -2.81 -1.27
H35 -0.93 -4.83 0.23
H36 1.87 3.80 -1.55
H37 -0.93 2.63 -3.12
H38 1.72 -4.30 -0.38
H39 -2.01 -3.47 0.73
H40 -0.10 4.64 0.04
H41 1.35 1.52 -6.54
H42 0.56 3.49 1.26
H43 -4.86 -1.67 -0.47
H44 -2.06 3.23 -1.84
H45 -0.44 -3.76 1.59
H46 -1.62 -3.78 -2.15
H47 -3.70 2.10 1.07
H48 3.03 -2.98 3.63

---

A cluster of 4 separate species, C25H49Cl2F4NO2S in total at a distorted geometry, computed with wB97M-V/def2-TZVPD.

The calculation puts the maximum force at 1.31 eV/A. For the frontier orbital gap, the calculation gives 9.891 eV. Its total energy is -79053.8074 eV. The calculation puts the LUMO energy at 0.39 eV. As for the SMILES: C/C(Cl)=C(/Cl)N(CCC(F)=C(F)F)S(=O)(=O)F.CCCCCC.CCCCCC.CCCCCC.

Geometry (Å):
Cl1 5.14 -1.01 2.70
Cl2 3.10 -1.36 0.35
S1 2.63 1.56 -0.94
F1 -0.29 -2.40 -0.50
F2 0.12 -2.55 1.64
F3 -0.63 0.33 -0.24
F4 1.94 2.96 -0.93
O1 3.98 1.77 -1.31
O2 1.82 0.70 -1.72
N1 2.61 1.31 0.69
C1 1.30 -3.49 -2.84
C2 2.54 6.07 0.78
C3 -3.55 -2.78 0.58
C4 -2.92 -3.98 -0.10
C5 -4.55 -4.09 2.56
C6 -3.66 -2.93 2.09
C7 4.24 0.33 2.10
C8 1.32 1.56 1.40
C9 1.13 -4.51 -3.96
C10 3.18 8.55 1.01
C11 4.56 1.65 2.73
C12 3.35 0.17 1.12
C13 3.30 7.26 0.20
C14 -1.73 -6.91 -4.23
C15 -0.13 -4.28 -4.79
C16 1.03 9.38 -0.08
C17 -0.11 -1.74 0.62
C18 -0.08 -0.43 0.73
C19 1.75 9.05 1.22
C20 -6.76 -2.81 2.50
C21 -1.44 -4.38 -4.00
C22 3.03 5.65 2.17
C23 0.54 0.33 1.86
C24 -1.66 -5.71 -3.29
C25 -5.98 -4.04 2.04
H1 2.47 4.78 2.53
H2 -4.03 -1.99 2.52
H3 -2.27 -4.21 -4.69
H4 -4.53 -2.57 0.15
H5 2.90 6.45 2.90
H6 -6.30 -1.89 2.14
H7 2.65 5.22 0.10
H8 -4.57 -4.10 3.65
H9 2.22 -3.67 -2.28
H10 -0.80 -7.04 -4.79
H11 -0.08 -3.28 -5.24
H12 1.13 -0.33 2.50
H13 4.36 7.00 0.13
H14 -2.54 -6.78 -4.95
H15 2.00 -4.46 -4.63
H16 3.66 8.42 1.99
H17 -3.51 -4.89 0.02
H18 3.70 2.32 2.75
H19 -7.79 -2.84 2.13
H20 -2.66 -3.07 2.51
H21 1.56 10.15 -0.63
H22 -6.80 -2.77 3.59
H23 -2.59 -5.65 -2.72
H24 -0.15 -4.98 -5.62
H25 -4.09 -5.04 2.26
H26 -6.50 -4.94 2.38
H27 1.47 6.29 0.82
H28 -1.49 -3.57 -3.27
H29 -0.27 0.73 2.50
H30 1.79 9.94 1.85
H31 -1.92 -4.17 0.29
H32 -2.94 -1.89 0.37
H33 1.34 -2.47 -3.23
H34 -0.86 -5.87 -2.55
H35 1.13 -5.52 -3.54
H36 -2.82 -3.81 -1.18
H37 0.48 -3.54 -2.13
H38 1.55 2.18 2.27
H39 4.09 5.39 2.14
H40 -1.91 -7.83 -3.68
H41 0.68 2.17 0.76
H42 0.92 8.51 -0.72
H43 -5.99 -4.09 0.95
H44 4.91 1.51 3.75
H45 5.34 2.15 2.14
H46 3.75 9.33 0.50
H47 0.02 9.76 0.13
H48 2.96 7.43 -0.82
H49 1.18 8.30 1.78

---

A cluster of 5 separate species, C25H49NO20P4 in total at a distorted geometry, computed with wB97M-V/def2-TZVPD.

The calculation puts the maximum force at 9.88 eV/A. For the frontier orbital gap, the calculation gives 5.110 eV. Its total energy is -106288.2150 eV. The calculation puts the LUMO energy at -3.63 eV. As for the SMILES: CCOCCC1=C(c2cccnc2)C(=O)OC1=O.COP(=O)(OC)OC.COP(=O)(OC)OC.COP(=O)(OC)OC.COP(=O)(OC)OC.

Geometry (Å):
P1 4.88 -4.27 0.13
P2 -8.52 -3.60 -4.61
P3 3.05 5.60 -1.74
P4 -3.79 -1.77 -0.13
O1 -3.42 -0.59 1.08
O2 5.56 -2.89 0.23
O3 3.43 5.47 -0.26
O4 -7.85 -2.01 -4.69
O5 -8.35 -3.75 -6.24
O6 -5.37 -1.77 0.35
O7 6.34 -4.92 -0.54
O8 4.45 2.82 5.16
O9 -1.46 1.95 5.90
O10 -4.17 -2.95 -1.33
O11 3.43 -3.61 0.81
O12 -0.64 4.35 5.44
O13 1.71 6.61 -1.31
O14 3.80 6.91 -2.41
O15 4.12 -4.44 -1.32
O16 4.39 4.60 -2.17
O17 -7.26 -4.10 -3.88
O18 -9.19 -5.20 -4.52
O19 -2.99 -2.81 0.66
O20 1.08 6.11 5.26
N1 2.55 -1.32 4.06
C1 -9.23 -2.98 -7.04
C2 1.55 3.69 4.21
C3 -3.71 -0.87 2.44
C4 0.71 4.85 5.01
C5 -6.48 -1.87 -5.05
C6 6.91 -4.30 -1.68
C7 1.44 -1.92 3.27
C8 -0.63 2.86 5.38
C9 2.14 0.08 4.37
C10 -0.34 0.23 3.09
C11 1.90 7.61 -0.32
C12 3.14 -5.45 -1.40
C13 6.10 0.78 5.18
C14 2.93 3.75 3.32
C15 0.70 2.50 4.45
C16 -6.30 -1.17 -0.54
C17 0.03 -1.32 2.78
C18 0.85 0.93 3.96
C19 -8.44 -6.29 -5.02
C20 5.69 4.94 -1.70
C21 -4.54 -4.26 -0.91
C22 3.25 7.40 -3.62
C23 4.18 4.04 4.36
C24 2.98 -2.34 0.35
C25 5.77 2.31 4.67
H1 5.97 5.94 -2.04
H2 3.30 -6.03 -2.31
H3 -6.95 -0.50 0.03
H4 7.21 0.80 5.60
H5 -8.20 -6.15 -6.07
H6 -6.18 -2.60 -5.80
H7 1.90 -2.28 0.52
H8 -0.73 -2.00 2.18
H9 5.74 2.31 3.50
H10 -3.45 0.01 3.03
H11 -8.66 -2.18 -7.51
H12 5.41 0.42 6.08
H13 6.06 0.00 4.31
H14 1.64 -3.06 2.96
H15 2.76 8.35 -3.42
H16 -1.31 0.80 2.76
H17 -9.65 -3.62 -7.82
H18 -6.91 -1.96 -0.99
H19 3.17 -2.21 -0.72
H20 3.80 4.90 5.09
H21 -5.13 -4.72 -1.71
H22 2.89 8.07 -0.39
H23 -4.77 -1.08 2.58
H24 -5.14 -4.23 0.00
H25 1.75 7.18 0.67
H26 3.18 -6.12 -0.54
H27 6.40 4.23 -2.12
H28 2.15 -4.98 -1.45
H29 1.15 8.39 -0.47
H30 -3.11 -1.71 2.80
H31 6.21 -4.28 -2.51
H32 -5.80 -0.60 -1.32
H33 -3.65 -4.86 -0.75
H34 7.25 -3.29 -1.45
H35 -7.53 -6.44 -4.44
H36 -10.04 -2.56 -6.45
H37 6.58 3.04 5.13
H38 5.12 4.48 3.82
H39 3.10 2.83 2.62
H40 -9.05 -7.19 -4.93
H41 2.85 4.73 2.64
H42 -5.86 -1.96 -4.16
H43 5.75 4.88 -0.61
H44 4.06 7.56 -4.33
H45 7.78 -4.89 -1.98
H46 2.53 6.70 -4.05
H47 -6.34 -0.87 -5.47
H48 2.94 0.66 5.04
H49 3.47 -1.55 0.92

---

Repeat the first record exactly.
A cluster of 2 separate species, C25H48N3O3 in total at a distorted geometry, computed with wB97M-V/def2-TZVPD.

The calculation puts the maximum force at 8.25 eV/A. For the frontier orbital gap, the calculation gives 8.519 eV. Its total energy is -37294.2991 eV. The calculation puts the LUMO energy at -3.42 eV. As for the charge: +1.

Geometry (Å):
O1 4.20 1.05 0.36
O2 -1.30 0.42 -1.37
O3 -0.40 5.32 -2.42
N1 -0.80 -0.63 -0.70
N2 -0.50 2.53 -4.17
N3 -2.53 0.12 3.89
C1 -1.04 3.93 -4.50
C2 -1.05 -1.99 -1.26
C3 -1.62 1.88 -3.38
C4 -1.34 -0.43 0.73
C5 0.70 -0.40 -0.66
C6 -1.58 -4.41 4.34
C7 -1.38 1.02 1.47
C8 -0.26 6.54 -4.65
C9 -1.95 1.13 2.96
C10 0.69 -2.91 4.81
C11 -2.54 -2.46 -1.65
C12 -1.98 -1.57 1.69
C13 -1.15 0.38 -2.81
C14 4.91 2.04 0.32
C15 1.25 -1.75 3.79
C16 1.55 -2.29 1.19
C17 -2.85 -3.97 -1.01
C18 -3.81 -1.53 -1.27
C19 6.04 2.24 1.30
C20 4.71 3.11 -0.72
C21 -2.52 -1.17 3.15
C22 2.33 -2.27 2.67
C23 0.03 -4.22 4.08
C24 1.48 -0.70 0.72
C25 -0.07 5.11 -3.87
H1 -1.90 2.23 3.44
H2 3.30 -1.61 2.60
H3 -2.55 1.77 -4.08
H4 -0.08 0.21 -3.24
H5 0.55 -5.17 4.58
H6 -1.96 -3.90 5.32
H7 -0.18 -2.40 5.44
H8 5.87 3.15 1.88
H9 6.07 1.39 1.99
H10 -3.01 -2.07 3.77
H11 2.63 -0.44 0.50
H12 1.29 -0.98 -1.52
H13 1.04 4.77 -4.04
H14 -2.21 -4.10 3.38
H15 -1.20 7.13 -4.27
H16 -1.21 4.07 -5.67
H17 6.99 2.30 0.77
H18 -3.45 -4.57 -1.85
H19 0.51 -2.78 1.40
H20 0.88 0.75 -0.92
H21 -1.88 -4.56 -0.73
H22 -3.55 -3.87 -0.07
H23 -0.11 6.27 -2.24
H24 0.36 -1.20 3.23
H25 -0.36 -2.22 -2.21
H26 5.60 3.21 -1.34
H27 -1.88 -0.38 -3.38
H28 -2.11 4.08 -4.01
H29 1.80 -0.90 4.41
H30 2.65 -3.37 2.96
H31 1.50 -3.24 5.59
H32 -0.36 6.42 -5.83
H33 -3.71 -0.48 -1.82
H34 0.24 -4.31 2.93
H35 -0.99 1.98 0.91
H36 4.48 4.06 -0.24
H37 -2.04 -2.69 1.32
H38 -4.77 -2.03 -1.77
H39 2.18 -2.96 0.47
H40 -4.07 -1.42 -0.14
H41 3.86 2.84 -1.36
H42 -1.93 2.56 -2.45
H43 -1.76 -5.58 4.45
H44 -0.43 2.03 -5.08
H45 -2.57 -2.64 -2.83
H46 -0.65 -2.76 -0.45
H47 1.22 0.03 1.63
H48 0.71 7.19 -4.42